(1)
The following is a quantum chemistry calculation of 2 unconnected molecules or ions with the total composition C2H3BrN4 at a distorted geometry, from OMol25.

Atoms and positions in Å:
C  -1.37074  -1.10062  -0.72522
C  1.15154  0.84381  0.42138
N  -1.74654  -0.88723  0.60940
N  -0.18989  -0.61314  -0.93158
N  -0.80077  -0.23150  1.10849
N  0.15030  -0.03839  0.17536
Br  2.86969  0.10230  -0.09011
H  -1.88971  -1.62175  -1.52505
H  1.01800  1.32751  1.33732
H  0.80812  2.21902  -0.37998

Its relative energy (zero: lowest compared OMol25 entry of this formula, charge and spin) is 53.8 kcal per mole. As for the total charge: 0. The calculation puts the LUMO energy at -0.0059 Eh. For the HOMO energy, the calculation gives -10.221 eV. As for the strongest force on any atom: 5.884 eV Å⁻¹.

(2)
The following is a quantum chemistry calculation of 2 unconnected molecules or ions with the total composition C4H7NO, from OMol25.

Atoms and positions in Å:
C  0.42202  -1.08249  1.38371
C  0.00545  -0.53577  0.07481
N  0.70135  -0.09744  -0.91600
C  -0.36338  0.56790  -1.69248
C  -1.30424  0.02790  -0.76281
O  -2.47878  -0.07988  -0.53270
H  1.50898  -1.08617  1.51621
H  0.04496  -2.10577  1.49328
H  -0.03257  -0.49268  2.18733
H  0.20469  2.19982  0.86695
H  1.71072  -0.03205  -1.00584
H  -0.37558  0.48906  -2.77291
H  -0.04362  2.22757  0.16044

Its relative energy (zero: lowest compared OMol25 entry of this formula, charge and spin) is 115.6 kcal per mole. As for the total charge: 0. The calculation puts the LUMO energy (alpha / beta) at -0.0015 / -0.0015 Eh. For the HOMO energy (alpha / beta), the calculation gives -7.423 / -7.422 eV. As for the strongest force on any atom: 0.550 eV Å⁻¹.

(3)
The following is a quantum chemistry calculation of a molecular structure, C5H8N2 at a distorted geometry, from OMol25.

Atoms and positions in Å:
C  0.28736  0.21816  1.22120
C  -1.15675  -0.33312  -0.41518
C  -0.00515  -1.23327  -0.81784
C  0.84076  0.05402  -0.33861
C  -0.25046  0.86274  -0.97927
H  2.08837  0.75106  2.14031
H  -1.73406  0.08082  1.71868
H  -2.07541  -0.32032  -0.64543
H  0.11948  -2.12265  -0.15305
H  0.43275  -1.48209  -1.84810
H  1.90149  0.17635  -0.51436
H  -0.38933  1.73841  -0.49817
H  0.00441  1.14757  -2.13248
N  0.98512  0.70770  2.15382
N  -1.04860  -0.24537  1.10848

Its relative energy (zero: lowest compared OMol25 entry of this formula, charge and spin) is 86.4 kcal per mole. As for the total charge: 0. The calculation puts the LUMO energy at 0.0385 Eh. For the HOMO energy, the calculation gives -8.683 eV. As for the strongest force on any atom: 7.265 eV Å⁻¹.

(4)
The following is a quantum chemistry calculation of C4H4N2O2 in the gas phase at a distorted geometry, from OMol25.

Atoms and positions in Å:
O  2.36289  -0.25934  -0.00411
C  1.43197  -1.04812  -0.02872
C  -0.00252  -0.62528  0.27216
N  -1.05389  -1.35037  -0.08042
N  -2.14724  -0.52451  -0.09748
C  -1.68588  0.73326  -0.10446
C  -0.25846  0.80218  0.39000
O  0.71895  1.72561  -0.29813
H  1.75292  -2.05110  -0.65416
H  -2.40707  1.66171  -0.32752
H  -0.17348  1.07228  1.39162
H  1.67004  1.53882  0.07939

Its relative energy (zero: lowest compared OMol25 entry of this formula, charge and spin) is 108.2 kcal per mole. As for the total charge: 0. The calculation puts the LUMO energy at -0.0506 Eh. For the HOMO energy, the calculation gives -10.414 eV. As for the strongest force on any atom: 4.208 eV Å⁻¹.

Question: What is the strongest force on any atom in the second record?
Answer: 0.550 eV Å⁻¹